Version P
DFT (wB97M-V/def2-TZVPD) results for the molecule C2H4N4O.

XYZ file:
```
11
C2H4N4O wB97M-V/def2-TZVPD
H -1.167 2.099 -0.001
N -0.170 2.047 -0.030
C 0.147 0.802 -0.022
O 1.449 0.417 0.067
N 1.494 -0.953 0.014
N 0.320 -1.407 -0.053
N -0.557 -0.399 -0.079
C -1.982 -0.574 0.061
H -2.201 -1.624 0.135
H -2.526 -0.164 -0.833
H -2.306 -0.036 0.965
```

Summary:
Multiplicity: 1
Molar mass: 100.1 u
SMILES: [H]/N=c1/onnn1C
Charge: 0
HOMO energy: -9.4 eV
Kohn-Sham gap: 10.03 eV



Version Q
DFT (wB97M-V/def2-TZVPD) results for the molecule C2H4N4O.

XYZ file:
```
11
C2H4N4O wB97M-V/def2-TZVPD
N -1.155 -0.629 1.459
C -0.438 -0.262 0.295
N -1.115 0.489 -0.532
N -0.002 1.011 -1.437
N 1.211 0.325 -1.070
C 0.952 -0.414 -0.064
O 1.750 -0.963 0.742
H -2.129 -0.239 1.662
H -0.774 -1.221 2.277
H -0.033 2.073 -1.386
H 1.733 -0.169 -1.946
```

Summary:
Multiplicity: 1
Molar mass: 100.1 u
SMILES: Nc1n[nH][nH]c1=O
Charge: 0
HOMO energy: -8.7 eV
Kohn-Sham gap: 8.95 eV



Most stable = version P



Version P
DFT (wB97M-V/def2-TZVPD) results for the molecule C2H4N4O.

XYZ file:
```
11
C2H4N4O wB97M-V/def2-TZVPD
N 2.253 0.603 -0.032
C 1.094 -0.096 -0.188
N 0.967 -1.355 -0.253
N -1.296 -1.210 0.664
C -1.269 -0.132 -0.008
O -2.390 0.522 -0.398
N -0.107 0.486 -0.436
H 3.011 0.034 0.323
H 2.117 1.467 0.477
H -2.234 -1.490 0.923
H -2.147 1.170 -1.073
```

Summary:
Multiplicity: 1
Molar mass: 100.1 u
Charge: 0
HOMO energy (alpha / beta): -9.6 / -9.4 eV
Kohn-Sham gap (alpha / beta): 9.11 / 7.14 eV



Version Q
DFT (wB97M-V/def2-TZVPD) results for the molecule C2H4N4O.

XYZ file:
```
11
C2H4N4O wB97M-V/def2-TZVPD
H -1.297 1.143 -2.384
N -1.553 1.208 -1.418
C -0.714 0.464 -0.755
N 0.493 -0.021 -1.277
C 1.152 -0.411 -0.284
N 0.652 -0.143 0.958
O 0.751 -1.050 2.033
N -0.750 0.315 0.626
H 2.181 -0.767 -0.250
H 0.266 -1.901 1.641
H -1.181 1.162 1.111
```

Summary:
Multiplicity: 1
Molar mass: 100.1 u
SMILES: [H]/N=c1\ncn(O)[nH]1
Charge: 0
HOMO energy: -9.0 eV
Kohn-Sham gap: 9.08 eV



Version R
DFT (wB97M-V/def2-TZVPD) results for a cluster of 2 separate species, C2H4N4O in total.

XYZ file:
```
11
C2H4N4O wB97M-V/def2-TZVPD
N 3.281 1.059 -0.432
C 2.128 1.333 -0.166
N 0.935 1.232 -0.024
O -0.078 2.147 -0.176
H 4.041 1.145 0.219
H -0.894 1.614 -0.038
N -1.997 0.184 0.145
C -1.958 -0.963 0.131
N -1.994 -2.274 0.127
H -1.789 -2.734 -0.747
H -1.674 -2.744 0.960
```

Summary:
Multiplicity: 1
Molar mass: 100.1 u
SMILES: N=C=NO.N#CN
Charge: 0
HOMO energy: -8.9 eV
Kohn-Sham gap: 9.18 eV



Version S
DFT (wB97M-V/def2-TZVPD) results for the molecule C2H4N4O.

XYZ file:
```
11
C2H4N4O wB97M-V/def2-TZVPD
H 2.733 -1.259 0.206
N 2.765 -0.179 0.087
C 1.559 0.217 -0.117
N 1.076 1.502 -0.080
N -0.140 1.460 -0.238
N -0.586 0.257 -0.550
C -1.721 -0.234 0.251
O 0.487 -0.634 -0.607
H -1.577 -0.228 1.341
H -1.835 -1.226 -0.180
H -2.761 0.323 -0.113
```

Summary:
Multiplicity: 1
Molar mass: 100.1 u
SMILES: [H]/N=c1/nnn(C)o1
Charge: 0
HOMO energy: -9.7 eV
Kohn-Sham gap: 9.67 eV



Most stable = version R



Version P
DFT (wB97M-V/def2-TZVPD) results for the molecule C2H4N4O.

XYZ file:
```
11
C2H4N4O wB97M-V/def2-TZVPD
C -0.168 -1.130 0.099
C -2.283 -0.077 -0.110
N -1.569 -1.065 -0.069
N -0.230 1.121 0.036
N 0.479 0.063 0.011
N 1.868 0.280 0.156
O -3.171 0.638 -0.066
H 0.210 -1.996 -0.216
H 0.275 1.928 0.378
H 2.242 0.751 -0.688
H 2.347 -0.515 0.470
```

Summary:
Multiplicity: 1
Molar mass: 100.1 u
Charge: 0
HOMO energy (alpha / beta): -7.8 / -7.8 eV
Kohn-Sham gap (alpha / beta): 8.46 / 8.46 eV



Version Q
DFT (wB97M-V/def2-TZVPD) results for a structure of composition C2H4N4O.

XYZ file:
```
11
C2H4N4O wB97M-V/def2-TZVPD
C 0.045 -0.694 -0.214
C -0.457 0.665 0.132
H 1.320 -2.378 -0.553
H 2.239 -1.021 -1.053
H 0.436 1.879 1.453
H -0.700 2.723 0.044
N 1.442 -1.324 -0.372
N -0.871 -1.497 -0.183
N -1.661 0.598 0.341
N 0.175 1.900 0.169
O -1.967 -0.852 0.237
```

Summary:
Multiplicity: 1
Molar mass: 100.1 u
Charge: 0
HOMO energy: -9.6 eV
Kohn-Sham gap: 9.97 eV



Version R
DFT (wB97M-V/def2-TZVPD) results for the molecule C2H4N4O.

XYZ file:
```
11
C2H4N4O wB97M-V/def2-TZVPD
N 2.184 0.381 0.108
C 0.862 -0.006 0.029
N 0.469 -1.253 0.195
N -0.893 -1.118 0.120
C -1.205 0.163 -0.089
O -2.485 0.553 -0.159
N -0.132 0.914 -0.168
H 2.837 -0.380 -0.012
H 2.399 1.188 -0.460
H -1.510 -1.901 0.256
H -2.525 1.458 0.180
```

Summary:
Multiplicity: 1
Molar mass: 100.1 u
SMILES: Nc1n[nH]c(O)n1
Charge: 0
HOMO energy: -8.5 eV
Kohn-Sham gap: 9.27 eV



Most stable = version R



Version P
DFT (wB97M-V/def2-TZVPD) results for the molecule C2H3F2P.

XYZ file:
```
8
C2H3F2P wB97M-V/def2-TZVPD
F -1.245 0.864 -1.129
C -0.741 -0.030 -0.025
F -1.732 -0.167 0.873
C 0.650 0.197 0.553
P 0.361 -1.388 -0.489
H 1.445 0.896 0.243
H 0.788 0.211 1.710
H 0.474 -0.584 -1.736
```

Summary:
Multiplicity: 1
Molar mass: 96.0 u
SMILES: FC1(F)CP1
Charge: 0
HOMO energy: -10.3 eV
Kohn-Sham gap: 11.01 eV



Version Q
DFT (wB97M-V/def2-TZVPD) results for a cluster of 2 separate species, C2H3F2P in total.

XYZ file:
```
8
C2H3F2P wB97M-V/def2-TZVPD
C -0.638 -0.010 0.562
C 0.690 0.259 0.165
F 1.165 -1.409 -1.017
F 1.618 0.690 1.013
P -0.415 1.221 -0.834
H -1.046 -1.035 0.187
H -0.958 0.185 1.600
H -0.416 0.098 -1.677
```

Summary:
Multiplicity: 1
Molar mass: 96.0 u
Charge: 0
HOMO energy: -10.9 eV
Kohn-Sham gap: 9.77 eV



Most stable = version P



Version P
DFT (wB97M-V/def2-TZVPD) results for a cluster of 8 separate species, C14H44O8 in total.

XYZ file:
```
66
C14H44O8 wB97M-V/def2-TZVPD
C -29.909 -9.727 -2.003
C -29.241 -11.101 -1.958
O -29.958 -11.984 -2.751
H -29.904 -9.237 -2.916
H -29.404 -9.057 -1.282
H -30.996 -9.781 -1.789
H -29.096 -11.442 -0.917
H -28.147 -11.047 -2.252
H -29.788 -12.881 -2.477
C -27.842 -6.286 3.482
C -27.776 -7.460 2.551
O -27.763 -8.562 3.408
H -27.897 -5.352 2.955
H -26.873 -6.159 3.974
H -28.559 -6.265 4.308
H -27.009 -7.351 1.846
H -28.759 -7.452 2.104
H -27.661 -9.313 2.786
C -31.755 -4.364 1.480
C -30.293 -4.466 1.863
O -29.626 -5.309 0.959
H -32.231 -5.358 1.516
H -32.031 -3.947 0.542
H -32.330 -3.808 2.238
H -30.148 -4.805 2.866
H -29.882 -3.457 1.829
H -28.691 -5.027 0.820
C -32.607 -7.427 -2.185
C -32.400 -6.643 -0.887
O -31.367 -7.234 -0.124
H -33.321 -6.921 -2.830
H -32.903 -8.444 -1.954
H -31.690 -7.471 -2.741
H -33.290 -6.405 -0.358
H -32.066 -5.645 -1.292
H -30.954 -6.504 0.327
C -30.418 -6.965 -5.505
C -31.015 -6.085 -6.573
O -30.065 -5.227 -7.209
H -29.618 -7.512 -5.934
H -31.180 -7.653 -5.196
H -29.893 -6.339 -4.778
H -31.847 -5.510 -6.116
H -31.527 -6.813 -7.274
H -29.532 -4.622 -6.630
C -27.675 -6.959 -0.972
C -28.603 -6.468 -2.034
O -28.858 -5.073 -1.899
H -26.866 -6.251 -0.812
H -27.271 -7.942 -1.226
H -28.225 -7.165 -0.040
H -29.502 -7.034 -2.154
H -28.154 -6.556 -3.044
H -29.291 -4.914 -1.038
C -31.958 -4.060 -3.649
O -31.602 -2.981 -2.856
H -32.128 -3.542 -4.627
H -32.874 -4.525 -3.346
H -31.226 -4.868 -3.773
H -31.262 -3.320 -2.002
C -30.173 -9.587 1.584
O -30.907 -10.674 0.968
H -29.450 -9.954 2.303
H -30.862 -8.917 2.109
H -29.734 -8.896 0.892
H -31.222 -10.395 0.095
```

Summary:
Multiplicity: 1
Molar mass: 340.5 u
SMILES: CCO.CCO.CCO.CCO.CCO.CCO.CO.CO
Charge: 0
HOMO energy: -10.0 eV
Kohn-Sham gap: 10.31 eV



Version Q
DFT (wB97M-V/def2-TZVPD) results for a cluster of 8 separate species, C14H44O8 in total.

XYZ file:
```
66
C14H44O8 wB97M-V/def2-TZVPD
C -1.307 5.318 0.570
C -0.580 4.252 -0.212
C 0.220 4.770 -1.451
O 0.323 3.577 0.658
H -1.835 6.011 -0.084
H -0.593 5.866 1.185
H -2.141 4.812 1.057
H -1.287 3.479 -0.514
H 0.587 3.930 -2.040
H 0.981 5.461 -1.086
H -0.383 5.245 -2.225
H -0.263 3.113 1.260
C 1.161 -3.996 0.922
C 1.913 -4.920 -0.054
C 1.865 -6.317 0.557
O 1.255 -4.958 -1.291
H 1.192 -2.937 0.664
H 1.673 -4.109 1.877
H 0.199 -4.435 1.183
H 2.869 -4.408 -0.168
H 2.171 -7.083 -0.155
H 0.858 -6.565 0.894
H 2.578 -6.355 1.380
H 1.241 -4.062 -1.635
C -2.209 -1.616 -3.813
C -2.997 -1.054 -2.633
C -2.237 0.102 -1.995
O -4.263 -0.502 -3.046
H -1.180 -1.813 -3.511
H -2.189 -0.836 -4.574
H -2.791 -2.436 -4.234
H -3.132 -1.840 -1.890
H -2.553 0.962 -2.584
H -1.205 -0.216 -2.139
H -2.537 0.245 -0.957
H -4.870 -0.321 -2.325
C 1.055 0.081 0.010
O -0.219 -0.285 0.509
H 0.963 0.475 -1.003
H 1.494 0.756 0.745
H 1.729 -0.770 -0.089
H -0.232 0.173 1.353
C 2.108 -1.460 -2.776
O 2.139 -2.841 -3.032
H 1.104 -1.104 -2.543
H 2.861 -1.209 -2.029
H 2.315 -0.861 -3.663
H 3.023 -3.210 -2.971
C -2.709 -1.499 2.960
O -2.988 -0.996 1.728
H -2.130 -0.813 3.579
H -3.636 -1.831 3.427
H -2.052 -2.368 2.931
H -2.144 -0.847 1.295
C -0.240 1.761 3.436
O -1.110 1.719 2.353
H -0.438 2.596 4.108
H -0.522 0.933 4.087
H 0.821 1.787 3.187
H -2.052 1.805 2.520
C 3.637 3.663 2.358
O 3.209 3.150 1.137
H 2.741 3.806 2.961
H 4.272 2.942 2.874
H 4.121 4.589 2.048
H 2.344 3.492 0.903
```

Summary:
Multiplicity: 1
Molar mass: 340.5 u
SMILES: CC(C)O.CC(C)O.CC(C)O.CO.CO.CO.CO.CO
Charge: 0
HOMO energy: -9.6 eV
Kohn-Sham gap: 9.93 eV



Most stable = version Q